# C4H6ClN2O

A molecular structure, C4H6ClN2O at a distorted geometry (the ωB97M-V functional and the def2-TZVPD basis, the Open Molecules 2025 dataset).

## Properties
charge = +1
frontier orbital gap = 9.752 eV
F_max = 4.80 eV Å⁻¹
relative energy (zero: lowest compared OMol25 entry of this formula, charge and spin) = 368.1 kJ/mol
spin multiplicity = 1
LUMO = -0.145 Eh
total energy = -21784.534 eV

```
14
Properties=species:S:1:pos:R:3:forces:R:3:mulliken_charge:R:1
C -1.2069 0.8749 0.6042 -3.9530 -0.3693 0.8587 -0.36
C -1.7478 -0.2553 1.0420 2.5933 -2.3730 0.2474 0.37
C 0.6656 -0.2557 -0.4600 2.0329 -0.3815 1.3753 0.55
C 0.1925 1.0054 0.2717 2.3682 1.9164 -1.2238 -0.38
N 0.4533 -1.3965 0.1296 -0.3494 0.5602 -1.0280 0.04
N 1.5214 -0.1052 -1.4616 0.1386 0.1062 -0.7915 -0.37
O -0.3453 -1.4808 1.1645 -3.6798 2.1855 2.1841 -0.45
Cl -3.0584 -1.1606 1.5771 0.8758 1.2410 -0.5185 -0.03
H -1.9308 1.7099 0.3744 0.8971 -0.8924 0.4601 0.34
H 0.2231 1.8962 -0.4628 0.3051 -1.4617 0.9137 0.32
H 0.9214 1.3668 1.1358 -1.5016 -1.2755 -1.5226 0.30
H 0.6306 -2.3393 -0.1547 0.7480 -0.2422 -1.1084 0.25
H 1.5493 0.8384 -1.7227 0.4602 1.2860 -0.7618 0.19
H 2.1319 -0.6982 -2.0375 -0.9354 -0.2998 0.9152 0.23
```
Positions in Å, forces in eV/Å.